Record 1
113
Properties=species:S:1:pos:R:3:mulliken_charge:R:1 method="wB97M-V/def2-TZVPD" charge=0 smiles="CC(=O)OCCCN1C(=O)c2c(Br)ccc([PH2]=N)c2C1=O.CCOP(=O)(OCC)OCC.CCOP(=O)(OCC)OCC.CCOP(=O)(OCC)OCC" max_force_ev_per_a=7.9 orbital_gap_ev=8.3
Br 2.545 -4.941 1.261 -0.17
P -5.685 3.365 -2.394 1.03
P 1.606 8.077 0.725 1.20
P 3.805 -7.360 7.210 0.43
P 1.311 0.155 -2.067 1.05
O 0.625 0.818 -3.202 -0.79
O -6.645 4.387 -1.913 -0.82
O 2.482 8.614 1.980 -0.39
O 1.629 -9.377 -1.174 -0.46
O -4.212 2.715 -2.471 -0.33
O 3.736 -7.931 1.000 -0.49
O -6.182 2.017 -1.634 -0.31
O 1.935 -11.270 -0.043 -0.37
O 0.939 7.171 -0.261 -0.79
O 0.116 -0.368 -1.078 -0.42
O 0.597 9.386 0.695 -0.44
O 2.486 -0.759 -1.442 -0.39
O -6.117 3.050 -3.942 -0.36
O 1.908 1.408 -1.224 -0.35
O 4.409 -9.639 5.016 -0.62
O 2.792 8.661 -0.232 -0.38
N 3.149 -6.433 8.297 -0.79
N 3.479 -9.247 2.925 0.42
C -0.286 -10.714 -1.012 -1.07
C 3.883 -8.904 4.230 0.36
C 3.113 8.062 -1.485 -0.12
C 2.587 -2.788 -2.805 -1.09
C 3.013 -11.528 2.070 -0.99
C 1.909 8.866 3.262 -0.18
C -2.666 4.537 -3.009 -1.06
C 1.526 7.592 3.989 -1.03
C -1.429 8.894 1.983 -0.94
C -3.216 3.177 -3.387 -0.04
C -5.552 4.969 -5.358 -0.88
C 2.887 -5.630 2.983 -0.07
C 1.848 2.738 -1.736 -0.49
C 1.749 -11.042 1.386 -0.24
C 4.069 -10.437 2.317 -0.82
C 3.277 -6.945 3.146 0.25
C 1.166 -10.395 -0.764 0.72
C 3.444 -6.688 5.553 -0.02
C -8.566 1.834 -1.233 -1.02
C 3.514 -8.061 2.161 0.23
C -7.193 2.055 -0.630 -0.31
C -1.129 -0.832 -1.595 0.03
C 2.416 -2.184 -1.425 0.03
C 2.774 -4.850 4.131 -0.51
C -6.633 4.072 -4.789 -0.32
C 2.332 8.707 -2.612 -1.05
C -0.816 9.232 0.637 -0.25
C -1.056 -2.252 -2.122 -0.98
C 3.534 -7.460 4.407 0.18
C 0.582 3.429 -1.280 -0.43
C 3.064 -5.360 5.388 -0.61
H 1.856 -2.382 -3.511 0.33
H -4.859 4.402 -5.980 0.25
H 2.634 9.749 -2.734 0.29
H -1.099 8.485 -0.106 0.26
H 2.471 -3.871 -2.765 0.33
H 1.262 8.708 -2.406 0.25
H -0.552 -10.445 -2.029 0.34
H 2.800 -12.068 2.994 0.41
H -1.952 4.878 -3.758 0.37
H 2.988 -4.720 6.257 0.60
H 5.202 -7.435 7.374 0.11
H -2.409 2.443 -3.352 0.23
H 2.954 6.985 -1.456 0.17
H 4.867 -10.851 2.929 0.38
H 2.464 -3.819 4.031 0.41
H 3.577 -2.561 -3.199 0.33
H 4.514 -10.205 1.350 0.40
H -7.145 3.562 -5.607 0.36
H -8.758 2.527 -2.052 0.27
H -1.254 9.692 2.705 0.26
H -6.968 1.250 0.072 0.34
H -4.976 5.444 -4.561 0.14
H 0.869 -11.610 1.693 0.31
H -9.343 1.961 -0.477 0.37
H -8.642 0.826 -1.643 0.27
H 1.041 7.825 4.937 0.35
H -1.839 -0.790 -0.768 0.36
H -2.159 4.483 -2.045 0.24
H -1.001 7.974 2.389 0.15
H -1.506 -0.160 -2.368 0.05
H 2.411 6.989 4.192 0.31
H 3.232 -2.522 -0.786 0.35
H 1.068 9.554 3.175 0.22
H 1.559 -9.975 1.510 0.33
H -7.151 2.987 -0.068 0.34
H -2.019 -2.556 -2.532 0.44
H 0.847 6.980 3.388 0.29
H -7.386 4.668 -4.269 0.30
H 3.245 -8.650 7.194 0.08
H 2.719 3.269 -1.345 0.28
H -0.305 2.837 -1.512 0.00
H 1.494 -2.517 -0.946 0.06
H -1.214 10.188 0.291 0.34
H 3.846 -6.083 8.943 0.24
H 1.936 2.745 -2.821 0.36
H 4.182 8.221 -1.644 0.34
H -0.486 -11.778 -0.873 0.35
H -5.993 5.753 -5.976 0.41
H -3.599 3.160 -4.408 0.16
H -0.303 -2.341 -2.908 0.16
H -3.463 5.282 -2.916 0.36
H -0.794 -2.951 -1.326 0.22
H -0.941 -10.180 -0.324 0.27
H 2.675 9.390 3.835 0.35
H 2.508 8.182 -3.552 0.37
H 0.485 4.408 -1.751 0.31
H -2.506 8.758 1.888 0.41
H 3.468 -12.254 1.393 0.42
H 0.586 3.566 -0.198 0.26

***

Record 2
37
Properties=species:S:1:pos:R:3:nbo_charge:R:1 method="wB97M-V/def2-TZVPD" charge=+1 max_force_ev_per_a=3.0 orbital_gap_ev=6.2
I 2.462 1.017 6.387 0.24
I -2.730 1.932 3.541 0.27
V -0.553 -1.086 0.208 0.93
S -0.613 -3.329 0.927 0.18
S -2.768 -5.035 -0.292 0.18
S -2.373 -2.100 -0.754 0.24
O -1.242 -0.250 1.547 -0.51
O -1.012 0.264 -1.060 -0.43
O 0.662 -1.345 -1.106 -0.41
N 1.026 -1.252 1.593 -0.44
N 0.562 -0.718 -2.257 0.21
N -0.356 0.125 -2.198 0.21
C 1.640 -0.274 3.736 -0.13
C 2.862 -0.973 3.654 -0.06
C -1.868 1.671 -3.278 -0.21
C -0.657 1.009 -3.306 0.13
C -0.062 1.982 -5.382 -0.19
C 1.223 0.617 4.768 -0.12
C -2.174 2.507 -4.340 -0.19
C 0.007 1.234 4.697 -0.24
C 3.127 -1.772 2.571 -0.26
C 2.187 -1.886 1.543 0.13
C 0.743 -0.471 2.685 0.13
C -2.040 -3.647 -0.013 -0.57
C -1.276 2.660 -5.387 -0.16
C 0.264 1.145 -4.331 -0.22
C -0.889 0.998 3.621 -0.18
C -0.526 0.128 2.650 0.27
H 3.588 -0.876 4.451 0.25
H -3.117 3.036 -4.346 0.24
H 2.370 -2.496 0.669 0.24
H -2.552 1.533 -2.454 0.25
H 0.639 2.111 -6.195 0.24
H -0.293 1.922 5.475 0.26
H 1.207 0.616 -4.305 0.25
H 4.058 -2.315 2.495 0.25
H -1.522 3.314 -6.214 0.24

***

Record 3
12
Properties=species:S:1:pos:R:3:lowdin_spin:R:1 method="wB97M-V/def2-TZVPD" spin_multiplicity=3 charge=+1 max_force_ev_per_a=5.7 orbital_gap_ev="7.5 / 7.5" s2=2.01
N 1.390 -0.592 0.169 0.02
C 2.635 -1.146 0.021 0.00
C 0.305 -0.137 0.211 0.37
C -2.502 0.912 1.067 0.48
C -2.562 1.216 -0.545 0.24
C -1.542 0.641 0.283 0.74
H 3.391 -0.435 0.368 0.00
H 2.695 -2.065 0.611 0.00
H -3.015 0.969 1.993 0.02
H -3.189 0.582 -1.158 0.06
H 2.803 -1.376 -1.035 0.00
H -2.476 2.242 -0.877 0.06

***

Record 4
170
Properties=species:S:1:pos:R:3:mulliken_charge:R:1 method="wB97M-V/def2-TZVPD" charge=0 smiles="O=S1(=O)CCCC1.O=S1(=O)CCCC1.O=S1(=O)CCCC1.O=S1(=O)CCCC1.CCN(CC)CC.CCN(CC)CC.CCN(CC)CC.CCN(CC)CC.CCN(CC)CC" max_force_ev_per_a=2.9 orbital_gap_ev=8.1
S -7.022 -5.122 3.145 1.04
S -0.585 6.722 -7.751 1.04
S -0.163 2.537 8.912 1.06
S 8.295 -1.608 -5.266 1.04
O 9.725 -1.787 -5.018 -0.65
O -6.892 -6.066 2.059 -0.61
O -1.811 6.821 -8.584 -0.62
O 0.875 3.280 8.193 -0.63
O -8.150 -5.235 4.064 -0.63
O -1.382 3.206 9.365 -0.64
O 0.082 7.942 -7.369 -0.63
O 7.374 -2.164 -4.309 -0.62
N -2.168 -6.669 -6.586 0.02
N 1.313 -0.078 1.395 0.02
N 5.601 6.351 -0.671 0.00
N -2.038 -10.740 3.948 0.02
N -4.385 10.367 3.242 0.02
C -3.300 9.428 3.586 -0.79
C -2.581 -6.929 -7.988 -0.38
C -4.318 -11.503 4.632 -1.24
C -2.117 -10.956 2.518 -0.64
C -5.025 -3.488 3.820 -0.64
C -0.634 -10.688 4.380 -0.48
C 5.149 7.648 -0.075 -0.33
C -1.360 -5.435 -6.425 -0.39
C 0.006 4.298 -6.616 -0.64
C -0.767 5.643 -6.264 -0.58
C -0.045 1.913 0.737 -1.33
C -0.544 0.957 8.003 -0.64
C -3.122 -8.374 -8.258 -1.24
C -4.779 11.372 4.266 -0.53
C -7.019 -3.369 2.471 -0.72
C 0.005 -5.432 -7.002 -1.32
C 0.733 1.753 10.356 -0.61
C 0.294 4.166 -8.158 -0.65
C 0.263 -9.552 3.863 -1.31
C -5.585 -2.942 2.537 -0.57
C -1.739 -12.342 2.024 -1.03
C 2.536 -1.987 2.532 -1.31
C 7.094 -0.839 -7.614 -0.60
C -3.643 8.432 4.671 -0.98
C -3.385 -6.678 -5.747 -0.27
C 2.605 -0.580 1.856 -0.33
C 6.271 5.440 0.300 -0.56
C 7.695 5.937 0.665 -1.00
C 1.009 -0.726 0.138 -0.74
C -5.608 9.664 2.754 -0.51
C 0.778 0.250 10.032 -0.64
C 0.684 5.656 -8.674 -0.68
C 7.878 0.133 -5.395 -0.70
C -5.372 -4.899 4.118 -0.59
C -3.181 -6.823 -4.216 -1.27
C 1.832 -0.473 -1.113 -1.02
C 3.957 7.570 0.898 -1.33
C 1.286 1.405 1.310 -0.38
C 7.901 -2.016 -6.994 -0.64
C -3.563 12.227 4.749 -1.27
C 6.672 0.119 -6.454 -0.64
C -2.775 -11.698 4.752 -0.44
C -5.526 8.928 1.424 -1.36
C 0.582 0.093 8.448 -0.62
C 6.413 6.546 -1.906 -0.47
C 5.599 7.040 -3.097 -1.32
H 1.697 0.527 -1.524 0.21
H 1.681 5.832 -8.270 0.33
H -1.446 0.475 8.379 0.32
H -6.106 9.127 3.561 0.42
H 2.904 -0.637 -1.004 0.28
H -6.443 8.632 0.915 0.42
H 1.496 0.352 7.912 0.32
H 7.122 7.348 -1.699 0.32
H -4.707 -10.523 4.908 0.29
H -3.997 -7.512 -6.091 0.21
H -2.508 -6.046 -3.852 0.29
H -7.673 -3.284 1.603 0.45
H -7.524 -2.853 3.288 0.32
H 0.731 5.828 -9.749 0.40
H 2.082 1.753 0.652 0.34
H -2.707 7.937 4.931 0.37
H -3.949 -3.315 3.835 0.36
H 1.606 -0.295 10.486 0.37
H -3.244 -8.485 -9.335 0.40
H -1.336 -5.068 -5.399 0.36
H 0.974 4.371 -6.120 0.29
H -2.404 -13.107 2.425 0.25
H -3.107 12.733 3.898 0.30
H -0.638 3.830 -8.612 0.33
H 7.543 -0.392 -8.501 0.36
H -0.197 1.870 -0.342 0.29
H 7.769 0.645 -4.439 0.43
H 1.793 -2.051 3.327 0.33
H 0.500 -4.469 -6.878 0.39
H -2.435 -9.169 -7.969 0.29
H 4.998 8.289 -0.944 0.41
H -5.685 -5.235 5.107 0.36
H -4.081 -8.582 -7.782 0.35
H -4.964 7.996 1.484 0.27
H -5.068 -3.335 1.662 0.29
H 5.918 6.696 -4.081 0.38
H -2.559 -12.753 4.580 0.33
H 7.617 6.934 1.100 0.28
H -2.445 -11.531 5.778 0.40
H -1.770 5.501 -5.862 0.38
H -0.261 -8.656 4.196 0.32
H -0.463 3.420 -6.172 0.37
H 6.258 4.432 -0.114 0.36
H 3.216 -0.708 0.962 0.16
H 0.073 1.983 11.192 0.34
H -6.378 10.399 2.523 0.41
H 1.300 -9.497 4.196 0.38
H 5.756 -0.326 -6.065 0.33
H -5.364 10.929 5.072 0.40
H 4.593 6.622 -3.061 0.32
H -4.628 -5.597 3.736 0.32
H 0.298 -9.395 2.785 0.28
H 3.527 8.562 1.034 0.39
H 0.019 -5.534 -8.087 0.31
H 1.113 3.450 -8.231 0.35
H -2.601 -7.723 -4.010 0.33
H -4.775 -12.281 5.243 0.40
H -5.328 -1.885 2.462 0.34
H 1.491 -1.195 -1.855 0.40
H -1.543 -10.253 1.914 0.36
H -3.116 8.870 2.668 0.36
H -3.982 8.996 5.540 0.27
H -5.394 -2.858 4.630 0.28
H -2.428 10.076 3.675 0.44
H -0.719 1.190 6.953 0.40
H 8.372 5.923 -0.189 0.27
H 3.498 -2.147 3.019 0.39
H 7.020 5.685 -2.187 0.44
H -0.282 -11.710 4.243 0.40
H 7.796 -3.074 -7.232 0.46
H 5.675 5.458 1.212 0.27
H -5.023 9.592 0.722 0.33
H 0.048 -0.411 -0.268 0.30
H -1.799 -12.393 0.937 0.40
H 5.979 8.084 0.482 0.23
H -0.250 6.185 -5.473 0.33
H -0.603 -10.605 5.467 0.39
H 2.242 -2.777 1.841 0.30
H -4.024 -5.800 -5.833 0.29
H 6.162 -1.249 -8.005 0.26
H -4.007 13.065 5.285 0.43
H 8.085 5.331 1.483 0.40
H -3.331 -6.200 -8.297 0.30
H 8.895 -1.852 -7.409 0.29
H -0.208 2.942 1.056 0.37
H 4.182 7.007 1.804 0.29
H -0.105 -0.213 10.471 0.28
H -5.565 12.031 3.896 0.43
H 8.694 0.655 -5.894 0.31
H 0.557 -6.277 -6.591 0.32
H -0.765 -12.651 2.405 0.27
H -1.748 -6.750 -8.668 0.32
H -3.160 -10.711 2.320 0.33
H -4.110 -6.810 -3.647 0.38
H -0.890 1.345 1.125 0.36
H 6.247 1.036 -6.861 0.38
H 5.682 8.126 -3.127 0.33
H -2.897 11.622 5.365 0.31
H 0.813 -1.791 0.264 0.43
H -4.672 -11.682 3.616 0.30
H 1.512 1.865 2.273 0.45
H -1.899 -4.624 -6.915 0.31
H 3.197 6.959 0.410 0.34
H -4.398 7.687 4.416 0.28
H 0.294 -0.948 8.300 0.34
H 3.050 0.154 2.528 0.49
H 1.706 2.229 10.478 0.35

***

Energy relative to the best compared isomer or geometry (same formula, charge and spin), respectively: 0.0, 6.8, 117.4, 101.5 kcal per mole.
E_tot, respectively: -176045.213, -101737.399, -6755.830, -116600.863 eV.